Molecular formula: C3H5Br3O2
Method: DFT, the ωB97M-V functional and the def2-TZVPD basis

XYZ file:
```
13
C3H5Br3O2 (the ωB97M-V functional and the def2-TZVPD basis)
Br 1.26422 1.82961 1.92612
O 0.01920 -1.32635 1.33119
Br 1.47604 1.88472 -2.67623
C -0.08346 0.88611 1.17506
H -0.42652 -0.85307 -1.72919
H 0.36677 -2.19162 1.15848
Br -1.80192 1.13564 1.78199
H -1.82800 -1.03113 -0.36248
H -1.36465 0.43665 -1.14433
C -0.86618 -0.46825 -0.81155
O 1.48359 -0.36898 -0.18123
C 0.19769 -0.37192 0.31818
H 1.56320 0.43859 -0.78601
```

- relative energy (zero: lowest compared OMol25 entry of this formula, charge and spin) (eV) = 2.703
- charge = 0
- E_HOMO (spin up / spin down) (hartree) = -0.2790 / -0.2805
- LUMO (spin up / spin down) (eV) = -3.86 / -3.81
- HOMO-LUMO gap (spin up / spin down) (eV) = 3.74 / 3.82
- maximum force (hartree/bohr) = 0.0587

Molecular formula: CH3N4O
Method: DFT, the ωB97M-V functional and the def2-TZVPD basis

XYZ file:
```
9
CH3N4O (the ωB97M-V functional and the def2-TZVPD basis)
C 2.55283 0.33573 0.10352
N 1.53625 0.42874 0.71274
N -0.28119 0.03724 -0.39345
H -2.05458 -0.30380 0.82991
O 3.67288 0.04438 -0.37634
H -2.15715 0.52194 -0.87347
N 0.29659 0.09849 0.75371
N -1.67495 -0.11934 -0.15241
H -1.89069 -1.04338 -0.60421
```

- relative energy (zero: lowest compared OMol25 entry of this formula, charge and spin) (eV) = 2.272
- charge = +1
- E_HOMO (hartree) = -0.5773
- LUMO (eV) = -5.95
- HOMO-LUMO gap (eV) = 9.76
- maximum force (hartree/bohr) = 0.2025

Molecular formula: C23H24N4O4
Method: DFT, the ωB97M-V functional and the def2-TZVPD basis

XYZ file:
```
55
C23H24N4O4 (the ωB97M-V functional and the def2-TZVPD basis)
O -1.93276 0.53971 0.15720
H 4.58058 -0.17446 0.41581
C -1.14698 1.14225 -3.73137
N 0.17404 1.23680 0.61454
H 1.26191 1.32147 0.30395
H 0.53496 -1.26639 -2.58692
C 2.20050 -2.38377 1.59441
C 0.95716 -2.19129 0.54802
C 2.66947 0.50354 4.10173
H -1.62770 -0.61622 1.96399
C 0.26757 -1.04675 -1.50595
C 3.31108 -1.60474 1.48194
H 0.22746 -2.86018 0.72318
H 2.42996 -1.85619 6.29209
C 2.73784 -1.66683 5.40504
C 3.46748 -0.99537 0.39203
C -0.90123 0.78575 -0.19324
H -5.51725 1.53753 -6.80558
C -3.29144 1.41733 -6.80251
H 0.31414 2.83601 2.01849
C -3.56365 1.40439 -4.08334
O 0.33728 -2.01512 4.73583
C -4.74806 1.43822 -6.21694
H 3.92101 -1.72290 2.36549
H -3.39392 1.26900 -7.75934
O 3.89432 0.47026 4.39953
H -3.79395 1.38571 -2.81904
O -0.00797 1.22674 -4.16851
H -1.37541 0.93750 -6.44748
H 1.86469 -2.95895 2.49326
C 2.60029 -0.39988 -0.58505
H 2.74103 -2.52897 5.03428
H -1.56238 -1.66340 3.44527
C -2.36511 1.10335 -4.62338
C -2.33151 0.91576 -5.93629
C -0.17658 0.46231 -1.76643
N 0.02800 -0.21084 3.25545
N 1.99064 -0.93487 4.65523
H 2.64935 0.11627 -1.52002
C 0.85337 -0.99533 4.25011
C 1.48336 -1.29858 -0.64014
H 2.53091 1.98330 2.68928
H -2.32160 0.28061 -2.10475
C 0.71297 0.90798 2.68942
H -1.09450 1.74693 2.02817
C -1.31900 -0.65454 3.05323
H -5.84744 1.63392 -4.30435
C -0.03251 1.88129 1.94513
H 0.64494 1.16671 -2.03754
H -1.96227 0.21043 3.45145
N -1.30198 0.37292 -2.56205
C 1.94816 1.19868 3.13003
H -0.67721 -1.72614 -1.40725
H 3.93824 -1.21384 5.64294
C -4.98029 1.55288 -4.66907
```

- relative energy (zero: lowest compared OMol25 entry of this formula, charge and spin) (eV) = 19.473
- charge = 0
- E_HOMO (hartree) = -0.3229
- LUMO (eV) = -0.10
- HOMO-LUMO gap (eV) = 8.69
- maximum force (hartree/bohr) = 0.3185

Molecular formula: C10H18Br
Method: DFT, the ωB97M-V functional and the def2-TZVPD basis

XYZ file:
```
29
C10H18Br (the ωB97M-V functional and the def2-TZVPD basis)
H 3.23956 -6.08824 2.70154
H 3.20661 -3.05013 2.21272
C 1.93891 -5.23970 0.34020
H 3.09578 -3.79620 3.85767
H 3.96924 -6.02650 0.26463
C 0.74132 -2.74073 2.98474
H 2.67416 -0.33485 -1.07710
C -0.21236 -4.11459 0.57280
H 4.69486 -5.07380 2.47955
H -0.03233 -4.03203 -0.50426
C -0.72504 -2.65439 2.58829
C 2.90189 -3.94798 2.78083
C 1.04850 -4.47982 1.19818
C 1.38166 -4.07539 2.57439
H -1.94102 -2.79055 0.80895
H -1.28660 -3.43000 3.12650
H -0.95513 -4.92976 0.65504
H 1.04545 -4.84493 3.30623
Br 3.20721 -0.65352 0.19778
C 3.41944 -5.19082 0.71850
H 3.77053 -4.24686 0.28380
H 0.88333 -2.61012 4.06868
H -1.09251 -1.66529 2.89733
H -0.34523 -2.03762 0.55575
H 1.85085 -4.87799 -0.70648
C -0.87672 -2.84140 1.07532
C 3.62875 -5.17236 2.23150
H 1.31422 -1.95967 2.45723
H 1.65787 -6.30892 0.29082
```

- relative energy (zero: lowest compared OMol25 entry of this formula, charge and spin) (eV) = 0.000
- multiplicity = 2
- charge = 0
- E_HOMO (spin up / spin down) (hartree) = -0.2465 / -0.3689
- <S²> = 0.754
- LUMO (spin up / spin down) (eV) = 0.55 / 0.53
- HOMO-LUMO gap (spin up / spin down) (eV) = 7.26 / 10.56
- maximum force (hartree/bohr) = 0.0352

Molecular formula: C22H31LaN3P2S
Method: DFT, the ωB97M-V functional and the def2-TZVPD basis

XYZ file:
```
60
C22H31LaN3P2S (the ωB97M-V functional and the def2-TZVPD basis)
C 0.40480 3.29274 -2.89644
H -1.45315 1.04284 5.90752
P -0.14157 -2.17193 -0.33421
H 1.16041 -4.11635 0.38429
H 2.19676 -2.65353 0.20117
S -0.72800 -0.83878 3.82051
C -0.99745 3.59218 -3.02319
C 0.44853 2.07373 6.24010
C 1.74537 1.88065 5.40112
N 1.27057 1.07669 4.24242
H -3.68161 -1.52095 -0.13372
H -3.35365 -0.51837 1.31240
H -1.31486 4.66317 -3.06100
H -2.31656 -3.23267 -0.59366
H -1.86806 -2.94491 1.12292
C 1.42700 -2.19251 -2.52970
C -2.20141 1.93213 0.00437
P -1.95505 0.18029 -0.51378
C 1.31806 -0.82407 -2.91756
H -4.32367 0.16233 -0.04268
C -0.24176 0.94487 -3.12045
H 0.38483 -0.28850 0.51456
C -1.50603 -3.27805 0.14367
N 0.03469 -0.35233 -2.91594
C 0.05553 0.42638 4.65040
C -1.97242 2.62074 -3.18271
H 4.48442 0.18256 -2.07839
C 3.79208 -1.85718 -2.25648
C 1.23498 -3.03907 0.55122
H 1.13711 -2.80442 1.61889
La 0.06687 0.82912 1.96211
H 4.76333 -2.31851 -2.05659
N -0.49613 1.21537 5.59724
H -3.57389 0.48118 -2.41239
H 2.92118 2.18637 -2.83553
C 2.68363 -2.74069 -2.41869
H 2.79936 -3.83516 -2.35535
C -3.49210 -0.50132 0.21854
H 1.56280 -0.29322 1.54470
H -3.04532 2.87104 -3.33285
H -0.69611 -2.53330 -2.70217
H -1.11225 -4.30389 0.21384
H 0.20962 -3.96170 -2.03542
C 2.17054 1.49708 -3.26494
C -2.50902 0.24191 -2.34141
H 1.07483 4.03868 -2.63789
C 0.14124 -2.87729 -2.06048
C 0.86634 1.96702 -3.19149
H 0.09002 3.11617 6.18387
H 0.57794 1.79141 7.26213
H 2.02314 0.53555 3.78589
C 3.63735 -0.44474 -2.37514
H -2.05492 2.07494 1.09551
H 2.18628 2.77972 5.12093
C 2.42843 0.10274 -2.90824
H -1.54796 2.60993 -0.56216
C -1.63951 1.28975 -2.96557
H -3.24461 2.18577 -0.21954
H 2.47550 1.28813 5.96416
H -2.30647 -0.72979 -2.78875
```

- relative energy (zero: lowest compared OMol25 entry of this formula, charge and spin) (eV) = 4.201
- charge = +1
- E_HOMO (spin up / spin down) (hartree) = -0.3171 / -0.3170
- LUMO (spin up / spin down) (eV) = -3.93 / -3.93
- HOMO-LUMO gap (spin up / spin down) (eV) = 4.70 / 4.70
- maximum force (hartree/bohr) = 0.0817

Molecular formula: C2H14N3O3
Method: DFT, the ωB97M-V functional and the def2-TZVPD basis

XYZ file:
```
22
C2H14N3O3 (the ωB97M-V functional and the def2-TZVPD basis)
O -0.84311 -2.08900 0.95483
H 1.91999 -0.46546 -0.97828
H -1.25618 0.89270 -1.74428
O -0.51147 -2.27513 -1.74358
H 2.80289 -0.63047 -2.15190
H -0.79711 -2.85747 0.35389
H -0.11091 3.15288 0.52831
C -0.37561 1.21013 0.06786
H -0.17778 2.17422 2.60515
C 0.40984 1.26480 2.42537
H -1.04528 -0.52218 -0.82140
H 1.50918 1.31892 2.42535
O 1.86253 -0.70925 -1.92357
H -0.19742 -0.42139 1.23051
N -0.00386 0.57903 1.18215
N -1.03962 0.49862 -0.84362
H -1.79064 -2.23692 1.11794
H -0.04282 0.63017 3.20004
H 0.36058 -2.07609 -2.12040
H 0.30011 2.79808 -1.12155
H -1.01979 -2.70923 -2.43514
N 0.04649 2.47302 -0.20767
```

- relative energy (zero: lowest compared OMol25 entry of this formula, charge and spin) (eV) = 0.781
- charge = +1
- E_HOMO (hartree) = -0.5169
- LUMO (eV) = -2.79
- HOMO-LUMO gap (eV) = 11.28
- maximum force (hartree/bohr) = 0.0367

The following energy values (in eV) correspond, in order, to the records above: -217410.899; -9081.785; -38374.480; -80703.463; -58047.381; -12908.840.